Formula: C32H96O32
Source: OMol25
Level of theory: the ωB97M-V functional and the def2-TZVPD basis

```
! RIJCOSX wB97M-V def2-TZVPD def2/J DEFGRID3
* xyz 0 1
O -4.20262 0.82873 -2.96265
O -0.71295 5.61196 -4.71891
O -4.49500 0.58316 1.62671
O -5.94084 -2.18177 -0.08632
O 2.12976 0.48206 6.22388
O -0.61773 -1.91074 -7.85780
O 4.43436 1.18676 -0.11393
O -2.20300 -4.42531 -4.72762
O -3.41742 6.13831 -2.36441
O -0.39449 -3.93979 8.02866
O 8.40527 -1.61841 -2.27132
O 3.45999 -4.86133 -1.96785
O 5.38972 3.48582 0.97579
O 1.00926 -1.18338 -5.59333
O -3.80406 -3.90458 -0.85567
O -0.63899 3.47978 4.67932
O -1.45858 -5.16473 -1.52177
O 3.94719 -3.04056 0.35107
O -6.47039 2.53895 2.31722
O 2.37712 -1.17681 -1.61445
O 3.91514 1.90393 3.97859
O 0.35861 -1.33132 0.60803
O -1.26414 -4.61879 2.75379
O 1.01509 7.41505 1.35704
O 0.18752 -1.39013 7.26968
O -2.73084 0.50132 4.82883
O 4.67548 -2.42653 -2.82814
O 7.16868 1.08992 -1.05741
O -1.65855 7.38191 2.74505
O -1.74452 2.35639 -1.93728
O 0.70021 0.80983 -1.31447
O -3.39580 -2.54548 3.55882
C 3.75378 -1.87741 -3.70272
C -1.34906 -5.30129 -3.98115
C 4.52285 2.31483 -1.01500
C 3.03788 -0.77311 -2.86984
C -2.91808 -2.84609 2.27617
C 7.56186 -1.24896 -1.15837
C -1.87450 6.27256 -4.28139
C -1.39658 -3.36581 2.23083
C -4.35531 -2.95615 -1.77304
C -0.83350 -3.61905 6.75786
C -0.85420 -4.57269 -2.67303
C -1.94622 2.90703 4.91555
C 7.93701 0.08092 -0.41410
C 2.57385 1.54214 3.98073
C -0.35156 -1.18085 -5.33016
C -2.48044 5.51870 -3.14171
C -2.14547 1.60228 4.10041
C -5.23202 1.11353 0.62176
C -0.57809 -0.19120 0.54798
C 0.05801 6.31268 1.36858
C -0.71730 6.27934 2.71847
C 2.20717 0.27070 4.82628
C -0.93547 -2.15005 -6.43417
C -0.82932 -2.09380 6.52125
C -1.99028 1.68873 -3.18542
C 2.97924 -4.05014 0.28335
C -3.43290 1.79499 -3.56936
C 3.59766 -5.18142 -0.55260
C -5.03055 -1.72834 -1.06077
C 4.67610 3.67407 -0.25986
C 0.18987 1.02495 0.03040
C -5.61015 2.46295 1.20777
H 3.67139 0.09045 -2.66728
H 2.15491 -3.65278 -0.30884
H 3.59981 2.46559 -1.57478
H 2.57383 -4.38260 1.23896
H -1.86946 -1.81317 6.68691
H -0.81096 2.16998 -1.81351
H -0.23930 -4.21807 6.06778
H 2.01332 2.47436 4.05040
H -3.86487 2.75836 -3.29841
H 7.49904 0.07462 0.58403
H -1.19219 1.15503 3.81874
H -5.68797 -1.23994 -1.78004
H 3.74920 4.21487 -0.06888
H 8.23278 -1.15448 -3.09389
H -6.59658 3.42864 2.65506
H -4.35271 -1.00053 -0.61476
H -0.95342 -3.48985 -2.59758
H -0.14916 3.12858 5.42655
H 1.49964 0.28851 -1.21087
H 0.79371 -1.38280 -0.24617
H 3.07993 -1.61920 -1.13285
H 5.22724 2.17032 -1.83418
H 2.89863 -0.56660 4.73197
H 3.92250 0.53298 -0.59576
H -0.53826 -1.92303 5.48481
H -2.80825 3.56025 4.78021
H -0.49471 1.87125 0.08719
H 6.30442 0.97367 -0.65597
H 0.60056 5.37342 1.26111
H 0.18543 -4.87893 -2.55690
H 6.49547 -1.42731 -1.29653
H -0.23932 -4.88409 8.10497
H -0.03757 6.21414 -5.03961
H 2.36761 1.43553 2.91574
H -4.33064 -2.68152 3.72957
H -6.10925 3.17231 0.54762
H -4.50717 1.24545 -0.18154
H -3.63507 1.79548 -4.64045
H -1.69513 5.24832 -2.43581
H -2.74680 1.72049 3.19900
H -0.60725 6.51599 0.52943
H -3.57489 -2.65088 -2.47008
H -0.59771 -2.71611 2.58831
H -5.19334 -3.43098 -2.28329
H -1.45738 8.02972 2.06573
H -4.70880 2.92996 1.60474
H -2.18600 2.79647 5.97308
H 5.23785 4.28796 -0.96390
H 5.22850 -3.05659 -3.29589
H 0.09215 6.40195 3.43809
H -3.05412 -2.04411 1.55063
H -6.12322 0.62511 0.22767
H 0.33202 -2.12507 7.87016
H -3.24761 -0.06862 4.25462
H 1.14713 -0.88616 -6.49569
H -0.59230 -1.61753 -4.36091
H -3.04160 -4.35390 -1.22763
H -1.85074 -4.00388 6.68546
H -1.70925 0.63983 -3.09108
H 8.99893 0.29886 -0.30039
H -4.14596 5.55005 -2.15282
H 5.04436 2.65208 1.30322
H 3.05375 -2.71093 -3.76014
H 1.53854 -0.15413 6.63294
H -1.68456 7.27182 -3.88961
H -1.16714 -4.51477 3.70319
H 4.55731 -3.07054 1.09164
H -1.30718 -3.49179 1.15183
H 4.15764 -1.52266 -4.65096
H -2.01324 -2.12885 -6.27268
H 0.96575 1.26770 0.75649
H -2.53579 6.34805 -5.14458
H -1.42527 1.97569 -4.07228
H -1.11499 5.27871 2.88787
H 4.02446 2.16117 4.89700
H -0.60447 -3.17673 -6.27770
H 1.85312 6.95329 1.27918
H 4.67973 -5.16921 -0.42195
H -5.09241 0.31353 2.32814
H 2.30824 -0.34565 -3.55760
H -2.00013 -6.17058 -3.88866
H -2.92303 4.55066 -3.37645
H -0.50060 -5.51964 -4.62962
H 3.93377 -4.03302 -2.07290
H -3.61749 -3.63961 2.01299
H -1.02166 0.09157 1.50264
H -0.79222 -0.19846 -5.49993
H -4.19310 1.11757 -2.04718
H -0.75393 -5.53286 -0.98367
H -2.84218 -4.96380 -5.19994
H -1.09567 -2.33341 -8.57511
H -1.47615 -0.38110 -0.03986
H -5.48232 -2.82220 0.46249
H 7.84446 -1.93793 -0.36241
H 3.20829 -6.13869 -0.20604
H 1.25931 -0.19332 4.55357
*
```

- ΔE to the lowest compared entry with this formula, charge and spin (kJ/mol) = 873.4
- calculated total energy (Eh) = -3683.98052
- largest force on an atom (eV Å⁻¹) = 3.917
- LUMO (eV) = 0.15
- HOMO energy (eV) = -9.54
- HOMO-LUMO gap (eV) = 9.7

Löwdin population analysis, charges in e, atoms 1 to 2:
1. O -0.047
2. O -0.058